Entry from the OMol25 dataset: the molecule C5H11NO2 at a distorted geometry (the ωB97M-V functional and the def2-TZVPD basis).

Energy relative to the best compared isomer or geometry (same formula, charge and spin), eV: 3.4841
HOMO level, eV: -8.97
SMILES: CN[C@@H](C=O)CCO
M, g/mol: 117.15
Total charge: 0
Calculated total energy, hartree: -402.250104
Kohn-Sham gap, eV: 9.75
Spin multiplicity: 1

Geometry as XYZ:
```
19
C5H11NO2 | the OMol25 dataset | the ωB97M-V functional and the def2-TZVPD basis
C 1.4819 -0.5472 -1.9496
N 0.3773 -0.4893 -0.9661
C 0.4387 0.5502 0.0417
C -0.0383 0.0686 1.4128
C -1.5333 -0.3930 1.4413
O -1.5240 -1.7053 1.9703
C -0.2086 1.8422 -0.4174
O -0.2112 2.4081 -1.4795
H 2.4460 -0.3456 -1.4956
H 1.4807 -1.4453 -2.5172
H 1.3384 0.1939 -2.7203
H -0.6114 -0.4485 -1.3929
H 1.6369 0.7201 0.2211
H 0.6968 -0.8042 1.5315
H 0.2478 0.5440 2.3705
H -1.8703 -0.3625 0.2418
H -2.0982 0.1675 2.0500
H -1.1841 -2.3667 1.3362
H -0.8652 2.4130 0.3214
```

natural (NBO) population analysis, charges in e, atoms 1 to 6:
1. C -0.403
2. N -0.648
3. C -0.161
4. C -0.458
5. C -0.027
6. O -0.727



Entry from the OMol25 dataset: C4H8MgO3Sm as an isolated structure at a distorted geometry (the ωB97M-V functional and the def2-TZVPD basis).

Energy relative to the best compared isomer or geometry (same formula, charge and spin), eV: 3.6184
HOMO level (alpha / beta), eV: -15.87 / -18.25
M, g/mol: 278.77
Total charge: +2
Calculated total energy, hartree: -1240.271446
Kohn-Sham gap (alpha / beta), eV: 6.11 / 8.45
Spin multiplicity: 7

Geometry as XYZ:
```
17
C4H8MgO3Sm | the OMol25 dataset | the ωB97M-V functional and the def2-TZVPD basis
O 0.9961 -2.6612 -1.7605
Mg 0.4189 -3.6303 -0.2603
Sm 1.2402 -1.2754 -0.9354
O -0.1327 -1.9923 0.5692
O 0.3707 0.5659 0.2006
C 0.2180 1.8308 -0.4596
C -0.6762 0.2400 1.1271
C 0.5138 1.6690 -1.8998
C -0.4600 -1.1726 1.6444
H 0.8894 2.5628 0.0285
H -0.8087 2.1985 -0.3052
H -1.6237 0.2761 0.5646
H -0.6888 0.9839 1.9362
H 0.5876 0.6585 -2.4044
H 0.3350 -1.2094 2.4092
H -1.3883 -1.4937 2.1460
H 0.2087 2.4493 -2.6007
```

Mulliken population analysis, charges in e, atoms 1 to 6:
1. O -0.682
2. Mg 1.124
3. Sm 1.570
4. O -0.549
5. O -0.274
6. C 0.043



Entry from the OMol25 dataset: C34H54N2O6PdSe as an isolated structure at a distorted geometry (the ωB97M-V functional and the def2-TZVPD basis).

Energy relative to the best compared isomer or geometry (same formula, charge and spin), eV: 1.0861
HOMO level (alpha / beta), eV: -8.07 / -8.53
M, g/mol: 772.19
Total charge: 0
Calculated total energy, hartree: -4418.002809
Kohn-Sham gap (alpha / beta), eV: 8.49 / 6.01
Spin multiplicity: 5

Geometry as XYZ:
```
98
C34H54N2O6PdSe | the OMol25 dataset | the ωB97M-V functional and the def2-TZVPD basis
Pd -0.1382 0.8461 0.9540
C -0.6370 -1.8801 -2.4064
N 0.1437 -0.6621 -2.3582
C -0.2409 0.2600 -3.4076
C 1.5679 -0.9201 -2.3311
C 2.1599 -1.2122 -0.9437
N 2.0216 -0.1608 0.0740
C 2.7557 1.0552 -0.3085
C 2.2431 2.2722 0.3976
C 3.0188 3.0284 1.2305
C 2.5038 4.1718 1.8527
C 1.1700 4.5318 1.5902
C 0.3351 3.8379 0.7513
C 0.8693 2.6305 0.1305
O 0.2206 1.9333 -0.7493
C -1.0675 4.3546 0.4218
C -1.3950 5.6073 1.2381
C -1.1260 4.7345 -1.0704
C -2.1449 3.3064 0.7526
C 3.3382 5.0466 2.7696
C 3.4490 6.4491 2.1455
C 4.7521 4.4973 2.9744
C 2.6480 5.1452 4.1401
C 2.5169 -0.6214 1.3739
C 1.7400 -1.6856 2.1232
C 2.3226 -2.1396 3.2712
C 1.6921 -3.0632 4.1158
C 0.4601 -3.5949 3.7098
C -0.1951 -3.1996 2.5718
C 0.4125 -2.1502 1.7515
O -0.1857 -1.6343 0.7787
C -1.5106 -3.8545 2.1663
C -1.2736 -4.6256 0.8547
C -2.6337 -2.8176 1.9928
C -1.9880 -4.8695 3.2104
C 2.3224 -3.4010 5.4510
C 3.7771 -3.8588 5.2647
C 1.5698 -4.5046 6.1999
C 2.2790 -2.1136 6.2975
H -0.4780 -2.4399 -3.3456
H -0.3685 -2.5144 -1.5691
H -1.6965 -1.6393 -2.3160
H -0.0009 -0.1208 -4.4151
H -1.3162 0.4332 -3.3523
H 0.2573 1.2169 -3.2589
H 1.8131 -1.7939 -2.9591
H 2.0808 -0.0705 -2.7832
H 1.7002 -2.1164 -0.5510
H 3.2320 -1.4189 -1.0868
H 3.8305 0.9292 -0.1215
H 2.6091 1.2163 -1.3749
H 4.0379 2.7119 1.4088
H 0.7867 5.4182 2.0736
H -0.6903 6.4162 1.0344
H -2.3895 5.9594 0.9636
H -1.3999 5.3890 2.3080
H -0.3844 5.5055 -1.2944
H -0.9307 3.8733 -1.7033
H -2.1147 5.1290 -1.3114
H -2.0323 2.9485 1.7786
H -3.1333 3.7631 0.6746
H -2.1291 2.4723 0.0488
H 3.9043 6.3952 1.1546
H 2.4699 6.9191 2.0471
H 4.0706 7.0869 2.7758
H 5.3011 4.4413 2.0323
H 5.3054 5.1621 3.6379
H 4.7322 3.5071 3.4337
H 1.6784 5.6378 4.0643
H 2.4856 4.1520 4.5615
H 3.2689 5.7219 4.8271
H 3.5473 -0.9961 1.2555
H 2.5591 0.2524 2.0259
H 3.2838 -1.7272 3.5586
H -0.0062 -4.3361 4.3382
H -0.9442 -3.9570 0.0644
H -0.5134 -5.3964 1.0023
H -2.1974 -5.1101 0.5323
H -2.4115 -2.1107 1.2019
H -3.5690 -3.3320 1.7604
H -2.7673 -2.2509 2.9159
H -1.2804 -5.6928 3.3295
H -2.1575 -4.3978 4.1802
H -2.9348 -5.2957 2.8772
H 3.8244 -4.7384 4.6193
H 4.4035 -3.0794 4.8301
H 4.2011 -4.1246 6.2343
H 1.5537 -5.4343 5.6270
H 2.0756 -4.7021 7.1455
H 0.5461 -4.2049 6.4275
H 2.8888 -1.3264 5.8522
H 1.2573 -1.7359 6.3625
H 2.6523 -2.3165 7.3034
O -0.3687 -0.3561 4.7560
Se -0.6104 0.7903 3.6765
O 0.8148 1.2004 2.9086
O -1.4787 0.1987 2.3607
O -1.3295 2.1087 4.2133
```

Mulliken population analysis, charges in e, atoms 1 to 6:
1. Pd 1.133
2. C -1.187
3. N 0.826
4. C -1.220
5. C -1.542
6. C -1.220